P) Here is a cluster of 2 separate species, C3H11N4 in total from OMol25. Energies are from ωB97M-V with the def2-TZVPD basis set.

Calculated values
* highest occupied orbital energy: -12.86 eV
* multiplicity: 1
* net charge: +1
* gap between HOMO and LUMO: 9.11 eV

Each line ends with the natural charge from an NBO analysis.
CARTESIAN COORDINATES (ANGSTROEM)
N: 2.034 -0.445 0.786  -0.66
N: -0.586 -0.489 -0.383  -0.42
N: -0.259 0.824 -0.725  -0.36
N: 0.287 -1.223 2.158  -0.82
C: 0.925 -0.789 1.183  0.72
C: -0.677 1.911 0.237  -0.45
C: -0.460 -1.317 -1.626  -0.44
H: -1.762 2.040 0.560  0.27
H: -0.575 2.824 -0.316  0.23
H: -0.654 -1.596 2.141  0.45
H: 0.459 -1.189 3.151  0.45
H: 0.061 2.086 0.994  0.24
H: 0.509 -1.091 -2.112  0.17
H: -1.272 -0.945 -2.194  0.21
H: -0.387 1.075 -1.652  0.41
H: -0.623 -2.334 -1.349  0.24
H: 2.205 -0.254 -0.130  0.38
H: 0.774 0.913 -0.724  0.37

Q) Here is a cluster of 2 separate species, C3H11N4 in total from OMol25. Energies are from ωB97M-V with the def2-TZVPD basis set.

Calculated values
* highest occupied orbital energy: -12.47 eV
* multiplicity: 1
* net charge: +1
* gap between HOMO and LUMO: 9.35 eV

Each line ends with the natural charge from an NBO analysis.
CARTESIAN COORDINATES (ANGSTROEM)
N: -0.551 -1.229 -0.457  -0.82
N: 0.460 0.538 -1.576  -0.61
N: -0.329 0.919 2.026  -0.71
N: -1.445 -1.022 2.576  -0.71
C: 0.371 -0.754 -1.226  0.32
C: -1.306 0.064 1.857  0.43
C: 1.622 0.996 -2.338  -0.42
H: 1.205 -1.406 -1.502  0.16
H: -0.611 -2.233 -0.574  0.36
H: 2.541 1.039 -1.761  0.21
H: -0.667 -1.433 3.078  0.42
H: -0.258 1.699 1.389  0.43
H: -2.240 -1.618 2.401  0.44
H: 1.416 2.002 -2.705  0.22
H: -0.395 1.063 -1.633  0.40
H: -2.044 0.259 1.093  0.25
H: 0.496 0.728 2.587  0.42
H: 1.736 0.388 -3.236  0.21

Relative energies in eV: P) 4.793; Q) 0.000

P) Here is a cluster of 2 separate species, CH4NO2S2 in total from OMol25. Energies are from ωB97M-V with the def2-TZVPD basis set.

Calculated values
* highest occupied orbital energy: -4.53 eV
* multiplicity: 1
* net charge: -1
* gap between HOMO and LUMO: 7.72 eV

Each line ends with the natural charge from an NBO analysis.
CARTESIAN COORDINATES (ANGSTROEM)
S: -0.651 0.400 -1.744  -0.31
S: -0.793 2.134 -0.591  -0.20
O: 1.017 -2.523 1.854  -0.76
O: -0.372 -1.138 0.753  -0.79
N: 1.798 -0.519 1.092  -0.92
C: 0.751 -1.480 1.242  0.87
H: -1.991 1.901 -0.030  0.11
H: 1.555 0.424 1.333  0.37
H: 2.648 -0.889 1.477  0.36
H: -0.251 -0.373 -0.610  0.27

Q) Here is a structure of composition CH4NO2S2 from OMol25. Energies are from ωB97M-V with the def2-TZVPD basis set.

Calculated values
* highest occupied orbital energy: -4.54 eV
* multiplicity: 1
* net charge: -1
* gap between HOMO and LUMO: 7.70 eV

Each line ends with the natural charge from an NBO analysis.
CARTESIAN COORDINATES (ANGSTROEM)
S: -0.616 3.690 -1.690  -0.31
S: -0.266 1.822 -0.639  -0.02
O: -0.513 -2.365 -0.388  -0.78
O: -0.096 -0.248 0.278  -0.82
N: 0.498 -1.952 1.610  -0.92
C: -0.087 -1.498 0.390  0.88
H: 0.595 -2.944 1.724  0.36
H: -0.555 1.005 -1.650  0.14
H: 0.379 -1.375 2.421  0.37
H: 0.660 3.865 -2.056  0.11

Relative energies in eV: P) 0.000; Q) 0.363

P) Here is a cluster of 3 separate species, C6H17NO2 in total from OMol25. Energies are from ωB97M-V with the def2-TZVPD basis set.

Calculated values
* highest occupied orbital energy: -9.07 eV
* multiplicity: 1
* gap between HOMO and LUMO: 9.52 eV

Each line ends with the natural charge from an NBO analysis.
CARTESIAN COORDINATES (ANGSTROEM)
O: 2.424 0.152 -2.277  -0.98
O: -2.804 1.024 1.433  -0.94
N: -0.052 0.840 -0.761  -0.67
C: -0.893 -0.382 -0.866  -0.23
C: -0.860 2.054 -1.041  -0.42
C: 1.684 -0.249 2.276  -0.42
C: 0.413 -1.816 0.807  -0.45
C: 1.593 -0.974 1.151  -0.17
C: -0.013 -1.625 -0.668  -0.41
H: 1.602 0.413 -1.813  0.49
H: -0.435 -1.601 1.539  0.20
H: -1.761 -0.419 -0.162  0.19
H: 2.535 0.313 2.546  0.20
H: -1.191 2.058 -2.075  0.19
H: 0.361 0.882 0.152  0.37
H: -1.300 -0.404 -1.893  0.19
H: 0.684 -2.864 0.953  0.22
H: 2.453 0.766 -3.016  0.46
H: 0.889 -0.183 3.048  0.18
H: -1.732 2.179 -0.438  0.20
H: -2.436 1.001 2.325  0.47
H: 0.907 -1.525 -1.273  0.23
H: 2.422 -0.978 0.442  0.22
H: -0.595 -2.590 -0.975  0.21
H: -3.728 0.965 1.568  0.47
H: -0.169 2.962 -0.980  0.19

Q) Here is a cluster of 2 separate species, C6H17NO2 in total from OMol25. Energies are from ωB97M-V with the def2-TZVPD basis set.

Calculated values
* highest occupied orbital energy: -9.06 eV
* multiplicity: 1
* gap between HOMO and LUMO: 9.90 eV

Each line ends with the natural charge from an NBO analysis.
CARTESIAN COORDINATES (ANGSTROEM)
O: 3.005 -0.827 -0.730  -0.92
O: 1.121 1.686 -1.186  -0.74
N: -0.841 -0.372 -0.487  -0.67
C: 0.579 2.282 0.035  -0.07
C: -1.047 -1.818 -0.540  -0.23
C: -0.171 1.386 1.054  -0.42
C: -2.161 0.024 1.648  -0.63
C: -1.391 0.668 0.456  -0.06
C: 0.175 -2.533 -0.028  -0.62
H: 1.103 0.810 -1.080  0.46
H: 1.209 -2.271 -0.552  0.22
H: -1.439 -0.429 2.379  0.20
H: -1.230 -0.092 -1.389  0.37
H: 0.173 -3.608 -0.213  0.21
H: 0.610 0.586 1.416  0.21
H: -0.839 -2.040 -1.663  0.19
H: -0.427 1.994 1.875  0.21
H: 1.502 2.578 0.800  0.16
H: -2.522 -0.932 1.236  0.21
H: 2.819 0.105 -0.755  0.47
H: -2.181 1.227 0.029  0.20
H: -0.067 2.974 -0.506  0.20
H: 2.824 -1.176 -1.483  0.45
H: 0.313 -2.378 1.053  0.20
H: -1.965 -2.263 -0.289  0.19
H: -2.915 0.599 2.124  0.22

Relative energies in eV: P) 0.000; Q) 2.309

P) Here is an isolated molecule of C3H5N2P from OMol25. Energies are from ωB97M-V with the def2-TZVPD basis set.

Calculated values
* highest occupied orbital energy: -9.06 eV
* multiplicity: 1
* gap between HOMO and LUMO: 9.46 eV

Each line ends with the natural charge from an NBO analysis.
CARTESIAN COORDINATES (ANGSTROEM)
P: 2.328 -0.590 -0.052  0.89
N: 0.347 1.228 0.167  -0.24
N: 1.871 0.993 -0.050  -0.77
C: -0.181 0.092 0.023  0.14
C: 0.668 -1.067 -0.128  -0.74
C: -1.623 0.004 0.027  -0.62
H: -2.258 0.743 0.454  0.24
H: -1.781 -1.003 0.370  0.22
H: 0.302 -2.144 -0.027  0.25
H: 2.352 1.771 0.347  0.41
H: -2.025 -0.027 -1.130  0.22

Q) Here is an isolated molecule of C3H5N2P from OMol25. Energies are from ωB97M-V with the def2-TZVPD basis set.

Calculated values
* highest occupied orbital energy: -8.58 eV
* multiplicity: 1
* gap between HOMO and LUMO: 9.53 eV

Each line ends with the natural charge from an NBO analysis.
CARTESIAN COORDINATES (ANGSTROEM)
P: 2.131 -0.108 -0.073  0.55
N: -1.867 0.476 -0.140  -0.42
N: 0.443 0.104 -0.084  -0.76
C: -0.258 -1.084 -0.113  -0.03
C: -0.881 1.203 -0.056  0.23
C: -1.645 -0.895 0.003  -0.16
H: -0.801 2.292 0.105  0.23
H: 0.346 -1.950 0.119  0.22
H: -2.468 -1.656 0.065  0.23
H: 2.466 0.889 -1.019  -0.04
H: 2.532 0.728 1.194  -0.04

Relative energies in eV: P) 0.000; Q) 0.926